C42H52F5GeInN4O3SSe2 | the ωB97M-V functional and the def2-TZVPD basis

Each line ends with the Mulliken charge.
Geometry (Å):
1 In -1.7203 1.3304 -0.4259  0.95
2 N -2.6703 -2.7742 -2.0941  -0.36
3 C -2.2972 -1.5040 -1.8058  0.45
4 S -2.5037 -1.0275 -0.1508  -0.48
5 N -1.8098 -0.8327 -2.8227  -1.59
6 N -1.3629 0.4125 -2.5067  1.43
7 C -0.9853 1.1731 -3.4672  0.27
8 C -1.0662 0.7890 -4.8986  -1.43
9 C -0.0816 -0.0045 -5.4728  0.05
10 C -0.1719 -0.3490 -6.8123  -0.89
11 C -1.2415 0.0956 -7.5763  -0.44
12 C -2.2249 0.8867 -7.0013  -0.79
13 C -2.1368 1.2368 -5.6619  0.16
14 C -0.4461 2.5027 -3.0916  1.06
15 C -0.0550 3.4248 -4.0498  -0.58
16 C 0.4725 4.6359 -3.6281  -1.30
17 C 0.6147 4.8768 -2.2745  -0.85
18 C 0.1924 3.9046 -1.3814  -0.87
19 N -0.3388 2.7564 -1.7822  0.85
20 H -3.2508 -3.2692 -1.4414  0.23
21 H -2.7192 -3.0185 -3.0695  0.23
22 H 0.7433 -0.3556 -4.8695  0.60
23 H 0.5932 -0.9691 -7.2590  0.44
24 H -1.3094 -0.1764 -8.6211  0.40
25 H -3.0621 1.2306 -7.5927  0.42
26 H -2.9033 1.8495 -5.2046  0.50
27 H -0.1612 3.1898 -5.0985  0.59
28 H 0.7794 5.3748 -4.3542  0.46
29 H 1.0404 5.7976 -1.9048  0.60
30 H 0.2557 4.0342 -0.3067  0.58
31 O -5.3760 5.9623 1.0587  -0.59
32 C -4.2357 5.5306 1.7624  -1.05
33 C -3.3599 4.5335 0.9766  2.06
34 C -2.7463 5.2643 -0.2213  -1.37
35 O -3.7005 5.7425 -1.1613  -0.71
36 C -4.2380 3.3289 0.5986  -1.43
37 Se -3.9066 2.4938 -1.1579  -0.31
38 C -2.2102 4.1676 1.9283  -1.49
39 Se -1.0938 2.5383 1.7462  -0.31
40 H -5.0730 6.2191 0.1730  0.44
41 H -4.5952 5.0583 2.6807  0.44
42 H -3.6100 6.3854 2.0575  0.40
43 H -2.0325 4.6104 -0.7290  0.54
44 H -2.2094 6.1437 0.1448  0.70
45 H -3.9915 4.9544 -1.6505  0.41
46 H -5.2838 3.6340 0.5752  0.57
47 H -4.1337 2.5492 1.3553  0.14
48 H -2.6108 4.0525 2.9374  0.51
49 H -1.4946 4.9915 1.9612  0.45
50 C -0.5949 -2.1544 8.4003  -1.49
51 C -0.6216 -1.7135 6.9649  0.67
52 C -1.6680 -0.9453 6.4731  -0.98
53 C -1.7146 -0.5465 5.1461  0.47
54 C -2.8853 0.2950 4.6989  -1.62
55 C -0.6611 -0.9141 4.2831  0.39
56 C -0.8155 -0.5046 2.8677  -0.10
57 O 0.0361 -0.4043 2.0071  0.10
58 C 0.4178 -1.6719 4.7700  1.30
59 C 1.5992 -2.0892 3.9404  -1.81
60 C 0.4046 -2.0637 6.1015  -0.81
61 H -1.4732 -1.8033 8.9378  0.35
62 H 0.2902 -1.7707 8.9084  0.33
63 H -0.5655 -3.2419 8.4735  0.34
64 H -2.4683 -0.6477 7.1395  0.28
65 H -3.4269 0.6552 5.5726  0.39
66 H -3.5883 -0.2788 4.0921  0.36
67 H -2.5758 1.1582 4.1102  0.16
68 H -1.8565 -0.2652 2.5944  0.29
69 H 2.4538 -1.4536 4.1747  0.46
70 H 1.4236 -1.9998 2.8780  -0.26
71 H 1.8773 -3.1164 4.1813  0.47
72 H 1.2290 -2.6627 6.4713  0.47
73 C 5.9326 -4.4811 -2.3103  -1.43
74 C 4.9006 -3.3719 -2.1823  -0.14
75 C 3.4746 -3.8899 -2.3007  -0.46
76 C 2.4175 -2.7929 -2.1713  -1.09
77 Ge 2.2199 -2.0753 -0.3504  1.34
78 C 0.6278 -2.9530 0.3473  1.25
79 C 0.6639 -4.4882 0.3175  -0.94
80 C 1.2816 -5.1528 1.5485  -0.40
81 C 2.8033 -5.1707 1.5952  -1.07
82 H 6.9479 -4.1017 -2.2061  0.40
83 H 5.8616 -4.9768 -3.2798  0.34
84 H 5.7843 -5.2423 -1.5423  0.30
85 H 5.0686 -2.6166 -2.9572  0.31
86 H 5.0334 -2.8604 -1.2247  0.19
87 H 3.3188 -4.6736 -1.5525  0.01
88 H 3.3665 -4.3805 -3.2737  0.54
89 H 1.4284 -3.1774 -2.4352  0.48
90 H 2.6419 -1.9987 -2.8815  0.54
91 H 3.5128 -2.3497 0.4422  -0.21
92 H -0.1596 -2.6072 -0.3324  -0.90
93 H 0.3398 -2.6012 1.3321  -0.11
94 H 1.1493 -4.8574 -0.5911  0.28
95 H -0.3733 -4.8280 0.2455  0.41
96 H 0.9167 -6.1827 1.5964  0.45
97 H 0.8954 -4.6564 2.4443  0.11
98 H 3.2135 -5.6943 0.7290  0.33
99 H 3.1604 -5.6846 2.4877  0.44
100 H 3.2269 -4.1679 1.6066  0.15
101 F 2.9137 -0.0745 1.8961  -0.42
102 C 2.7804 0.5790 0.7426  -0.18
103 C 2.3304 -0.0838 -0.3885  -0.81
104 C 2.3166 0.6726 -1.5462  1.07
105 F 1.8711 0.1553 -2.7086  -0.34
106 C 2.7684 1.9818 -1.6076  0.01
107 F 2.7839 2.6463 -2.7693  -0.45
108 C 3.1746 2.6124 -0.4475  0.91
109 F 3.5623 3.8909 -0.4775  -0.40
110 C 3.1724 1.9088 0.7441  -0.03
111 F 3.5831 2.5022 1.8645  -0.35

- gap between HOMO and LUMO (eV) = 7.25
- net charge = 0